Entry 1:
The following is a quantum chemistry calculation of a molecular structure, C47H45N4OP2Pd in a non-equilibrium geometry, from the Open Molecules 2025 dataset.

Element x y z (Å)
Pd -0.98 0.28 0.16
N -2.07 2.45 0.95
C -3.45 2.97 0.97
C -4.39 1.92 1.55
N -4.29 0.76 0.71
C -4.64 -0.55 1.19
C -4.22 -1.51 0.08
N -2.78 -1.33 -0.15
H -1.74 2.39 1.91
H -1.49 3.15 0.48
H -3.75 3.18 -0.06
H -3.52 3.89 1.54
H -5.41 2.32 1.58
H -4.11 1.65 2.57
H -4.62 0.93 -0.23
H -5.70 -0.66 1.43
H -4.07 -0.76 2.10
H -4.77 -1.28 -0.84
H -4.45 -2.55 0.36
H -2.53 -1.82 -1.01
H -2.30 -1.81 0.62
O 2.38 -0.32 -1.54
C 2.63 -1.61 -1.88
C 3.49 -2.07 -2.88
C 3.72 -3.42 -3.02
C 3.07 -4.34 -2.20
C 2.13 -3.90 -1.29
C 1.88 -2.55 -1.13
P 0.40 -1.98 -0.21
C -0.67 -2.93 -1.38
C -1.17 -4.20 -1.14
C -1.84 -4.87 -2.15
C -2.01 -4.28 -3.40
C -1.53 -2.99 -3.63
C -0.87 -2.32 -2.62
C 0.51 -2.92 1.34
C 1.76 -3.18 1.90
C 1.87 -3.81 3.12
C 0.72 -4.19 3.81
C -0.53 -3.93 3.27
C -0.64 -3.28 2.05
C 3.26 0.70 -1.64
C 4.60 0.64 -2.04
C 5.35 1.80 -2.08
C 4.80 3.02 -1.68
C 3.50 3.07 -1.20
C 2.72 1.93 -1.19
P 0.98 1.89 -0.61
C 0.93 3.44 0.34
C 1.62 3.48 1.56
C 1.66 4.64 2.30
C 0.98 5.77 1.86
C 0.29 5.73 0.66
C 0.26 4.58 -0.10
C 0.03 2.18 -2.15
C 0.48 3.00 -3.18
C -0.34 3.20 -4.28
C -1.56 2.56 -4.38
C -2.00 1.72 -3.36
C -1.21 1.55 -2.24
H 3.95 -1.37 -3.56
H 4.40 -3.76 -3.78
H 3.26 -5.40 -2.32
H 1.58 -4.62 -0.70
H -1.04 -4.68 -0.17
H -2.23 -5.86 -1.97
H -2.50 -4.81 -4.19
H -1.67 -2.52 -4.59
H -0.49 -1.31 -2.78
H 2.66 -2.90 1.37
H 2.84 -4.01 3.54
H 0.80 -4.70 4.76
H -1.42 -4.23 3.80
H -1.62 -3.10 1.65
H 5.07 -0.29 -2.28
H 6.37 1.75 -2.41
H 5.40 3.91 -1.73
H 3.10 4.01 -0.84
H 2.13 2.59 1.91
H 2.22 4.67 3.22
H 0.99 6.67 2.45
H -0.23 6.61 0.31
H -0.25 4.58 -1.06
H 1.44 3.49 -3.12
H -0.01 3.86 -5.07
H -2.18 2.71 -5.25
H -2.95 1.22 -3.45
H -1.55 0.90 -1.39
N 1.71 -0.06 7.15
C 1.29 0.01 6.09
C 0.76 0.05 4.78
C -0.61 0.19 4.58
C -1.11 0.28 3.28
C -0.25 0.22 2.19
C 1.12 0.06 2.40
C 1.63 -0.05 3.69
H -1.28 0.25 5.42
H -2.18 0.39 3.15
H 1.81 0.01 1.56
H 2.69 -0.19 3.85

Values from the calculation:
* energy above the lowest of the compared OMol25 structures with the same formula, charge and spin: 91.7 kcal/mol
* highest occupied orbital energy (spin up / spin down): -15.9 / -15.9 eV
* total charge: +3
* HOMO-LUMO gap (spin up / spin down): 4.39 / 4.39 eV
* 2S+1: 1
* E: -2921.80452 a.u.
* lowest unoccupied orbital energy (spin up / spin down): -11.5 / -11.5 eV

These are the Mulliken partial charges, in e, on atoms 1 to 8: Pd -0.58; N -0.17; C -0.83; C -0.75; N 0.05; C -0.65; C -0.98; N 0.03



Entry 2:
The following is a quantum chemistry calculation of a molecular structure, C47H46N2O2ReSb in a non-equilibrium geometry, from the Open Molecules 2025 dataset.

Element x y z (Å)
Re -1.01 0.32 0.59
C -4.26 -0.66 -0.54
C -3.35 -0.18 0.57
C -3.15 1.23 0.75
C -3.74 2.19 -0.25
C -2.59 1.70 1.96
C -2.73 3.14 2.36
C -1.94 0.79 2.84
C -1.31 1.31 4.11
C -2.00 -0.59 2.58
C -1.39 -1.54 3.58
C -2.78 -1.08 1.48
C -2.95 -2.56 1.30
H -3.74 -0.83 -1.48
H -5.04 0.07 -0.72
H -4.75 -1.59 -0.25
H -4.79 2.36 0.00
H -3.70 1.79 -1.26
H -3.24 3.15 -0.24
H -1.82 3.72 2.22
H -2.99 3.19 3.41
H -3.53 3.62 1.80
H -0.49 0.69 4.44
H -2.06 1.31 4.90
H -0.96 2.33 3.99
H -0.31 -1.66 3.41
H -1.85 -2.52 3.53
H -1.53 -1.17 4.59
H -3.81 -2.89 1.89
H -2.08 -3.12 1.63
H -3.15 -2.83 0.26
C 0.48 3.12 1.14
O -0.40 2.33 0.28
C -0.56 2.80 -1.03
C -0.38 4.12 -1.39
C -0.58 4.46 -2.73
C -0.93 3.49 -3.66
C -1.10 2.17 -3.28
C -0.91 1.82 -1.95
N -1.01 0.50 -1.43
N -1.24 -0.38 -2.36
C -1.18 -1.68 -2.12
C -0.71 -2.27 -0.88
O -0.49 -1.57 0.19
C -0.45 -3.65 -0.81
C -0.71 -4.44 -1.89
C -1.25 -3.94 -3.11
C -1.53 -4.80 -4.18
C -2.06 -4.30 -5.35
C -2.30 -2.94 -5.48
C -2.03 -2.06 -4.44
C -1.49 -2.55 -3.24
H 1.44 3.22 0.64
H 0.58 2.56 2.07
H 0.03 4.09 1.32
H -0.09 4.88 -0.68
H -0.44 5.48 -3.04
H -1.08 3.77 -4.70
H -1.35 1.41 -4.00
H -0.04 -4.05 0.10
H -0.52 -5.50 -1.82
H -1.34 -5.86 -4.06
H -2.28 -4.97 -6.18
H -2.72 -2.55 -6.40
H -2.23 -1.01 -4.55
C 4.08 3.38 -2.04
C 4.36 3.32 -0.68
C 3.70 2.41 0.13
C 2.77 1.54 -0.43
C 2.49 1.59 -1.79
C 3.15 2.51 -2.59
Sb 1.82 0.14 0.82
C 2.82 0.29 2.64
C 4.15 -0.14 2.70
C 4.85 -0.04 3.89
C 4.24 0.50 5.01
C 2.92 0.93 4.96
C 2.21 0.83 3.77
C 2.45 -1.72 0.10
C 2.79 -1.90 -1.24
C 3.26 -3.14 -1.67
C 3.38 -4.19 -0.77
C 3.04 -4.01 0.56
C 2.58 -2.77 1.01
H 4.59 4.09 -2.66
H 5.09 3.99 -0.25
H 3.93 2.36 1.19
H 1.78 0.91 -2.25
H 2.95 2.54 -3.66
H 4.63 -0.56 1.83
H 5.87 -0.37 3.94
H 4.79 0.58 5.94
H 2.46 1.36 5.83
H 1.19 1.18 3.72
H 2.75 -1.08 -1.94
H 3.54 -3.27 -2.70
H 3.76 -5.14 -1.11
H 3.16 -4.82 1.27
H 2.35 -2.64 2.06

Values from the calculation:
* energy above the lowest of the compared OMol25 structures with the same formula, charge and spin: 5.0 kcal/mol
* highest occupied orbital energy (spin up / spin down): -15.7 / -16.2 eV
* total charge: +3
* HOMO-LUMO gap (spin up / spin down): 6.23 / 5.51 eV
* 2S+1: 2
* E: -2396.17114 a.u.
* lowest unoccupied orbital energy (spin up / spin down): -9.5 / -10.7 eV

These are the Mulliken partial charges, in e, on atoms 1 to 8: Re 1.29; C -2.02; C 0.38; C 0.84; C -2.55; C 1.18; C -1.86; C 1.69



Entry 3:
The following is a quantum chemistry calculation of a molecular structure, C47H46N4O6P2PbS2Te in a non-equilibrium geometry, from the Open Molecules 2025 dataset.

Element x y z (Å)
Pb 0.33 -0.44 -0.73
O 2.91 0.11 -3.85
S 1.90 0.86 -3.21
O 1.71 2.30 -3.86
O 2.08 1.12 -1.76
O 0.51 0.31 -3.39
N -1.12 1.42 1.88
P 0.27 1.93 0.96
C 1.62 1.83 2.16
C 2.84 1.31 1.73
C 3.93 1.28 2.59
C 3.81 1.79 3.87
C 2.60 2.31 4.31
C 1.50 2.34 3.46
C 0.02 3.73 0.84
C 0.82 4.45 -0.05
C 0.72 5.84 -0.10
C -0.18 6.50 0.73
C -0.95 5.79 1.63
C -0.86 4.40 1.69
P -1.22 -0.32 1.85
C -2.99 -0.61 2.11
C -3.52 -1.81 1.65
C -4.86 -2.11 1.86
C -5.68 -1.19 2.51
C -5.15 0.01 2.97
C -3.81 0.30 2.77
C -0.48 -0.76 3.45
C 0.21 -1.97 3.53
C 0.78 -2.38 4.73
C 0.66 -1.57 5.85
C -0.04 -0.37 5.78
C -0.62 0.03 4.59
H -1.96 1.83 1.47
H 2.94 0.95 0.71
H 4.88 0.87 2.25
H 4.66 1.79 4.53
H 2.51 2.71 5.31
H 0.56 2.75 3.79
H 1.59 3.94 -0.62
H 1.35 6.41 -0.77
H -0.25 7.58 0.68
H -1.62 6.30 2.30
H -1.46 3.85 2.40
H -2.88 -2.53 1.14
H -5.27 -3.05 1.52
H -6.72 -1.42 2.68
H -5.78 0.72 3.49
H -3.40 1.23 3.16
H 0.30 -2.60 2.65
H 1.31 -3.32 4.80
H 1.11 -1.88 6.79
H -0.14 0.25 6.66
H -1.18 0.96 4.53
C -0.95 2.38 -5.16
Te -0.13 2.73 -3.24
C 0.25 4.68 -4.05
C 0.31 4.49 -5.54
C 0.94 5.40 -6.37
C 1.00 5.18 -7.74
C 0.41 4.04 -8.28
C -0.24 3.13 -7.46
C -0.28 3.35 -6.09
H -2.03 2.53 -5.08
H -0.74 1.34 -5.40
H 1.19 5.05 -3.65
H -0.56 5.35 -3.75
H 1.39 6.30 -5.95
H 1.51 5.88 -8.38
H 0.45 3.87 -9.35
H -0.71 2.26 -7.89
S 3.55 -6.38 1.34
C 2.97 -4.81 0.82
C 2.40 -4.70 -0.46
C 1.86 -3.49 -0.85
N 1.88 -2.39 -0.08
C 2.52 -2.48 1.09
C 3.06 -3.65 1.59
C 3.53 -6.15 3.11
C 4.68 -5.79 3.80
C 4.57 -5.57 5.17
N 3.43 -5.69 5.84
C 2.34 -6.07 5.17
C 2.34 -6.32 3.80
H 2.35 -5.56 -1.11
H 1.38 -3.39 -1.82
H 2.59 -1.56 1.67
H 3.53 -3.65 2.56
H 5.62 -5.66 3.29
H 5.44 -5.28 5.75
H 1.43 -6.19 5.75
H 1.44 -6.63 3.29
O -2.40 1.07 -2.57
C -2.65 -0.10 -2.30
O -2.20 -0.80 -1.33
C -3.58 -0.87 -3.27
N -3.91 -2.19 -2.61
C -3.54 -3.30 -3.54
C -2.39 -2.71 -4.33
C -2.84 -1.26 -4.56
H -4.48 -0.28 -3.45
H -4.87 -2.25 -2.27
H -3.26 -2.13 -1.79
H -4.39 -3.50 -4.19
H -3.31 -4.20 -2.98
H -2.22 -3.24 -5.26
H -1.46 -2.74 -3.75
H -3.50 -1.20 -5.42
H -1.99 -0.59 -4.73

Values from the calculation:
* energy above the lowest of the compared OMol25 structures with the same formula, charge and spin: 8.5 kcal/mol
* highest occupied orbital energy: -12.9 eV
* total charge: +2
* HOMO-LUMO gap: 7.80 eV
* 2S+1: 1
* E: -4428.61791 a.u.
* lowest unoccupied orbital energy: -5.1 eV

These are the Mulliken partial charges, in e, on atoms 1 to 8: Pb 2.27; O -0.62; S 0.97; O -0.58; O -0.45; O -0.66; N -0.19; P -0.03



Entry 4:
The following is a quantum chemistry calculation of a molecular structure, C47H46N7O3PRbS4, from the Open Molecules 2025 dataset.

Element x y z (Å)
Rb -1.45 1.24 -0.81
N -0.50 -0.13 -3.43
C 0.39 -1.10 -3.85
C 0.74 -1.19 -5.20
C 1.66 -2.12 -5.64
C 2.24 -3.01 -4.74
C 1.90 -2.93 -3.40
C 0.99 -1.98 -2.93
P 0.60 -1.78 -1.16
C 2.06 -2.54 -0.36
C 3.20 -1.75 -0.25
C 4.35 -2.24 0.36
C 4.36 -3.54 0.86
C 3.23 -4.33 0.77
C 2.08 -3.84 0.16
C -0.72 -3.01 -0.86
C -1.53 -2.81 0.26
C -2.61 -3.64 0.51
C -2.92 -4.67 -0.37
C -2.13 -4.87 -1.49
C -1.04 -4.05 -1.74
H -1.10 -0.39 -2.67
H -1.04 0.35 -4.15
H 0.28 -0.50 -5.90
H 1.91 -2.17 -6.69
H 2.96 -3.74 -5.08
H 2.37 -3.60 -2.69
H 3.19 -0.73 -0.62
H 5.22 -1.61 0.45
H 5.25 -3.92 1.34
H 3.23 -5.34 1.16
H 1.20 -4.46 0.07
H -1.32 -1.97 0.92
H -3.24 -3.46 1.38
H -3.78 -5.30 -0.18
H -2.38 -5.66 -2.19
H -0.44 -4.20 -2.63
O -2.57 1.66 -4.75
C -3.14 2.14 -3.75
O -3.28 1.53 -2.64
C -3.72 3.52 -3.77
C -3.65 4.32 -4.91
C -4.17 5.60 -4.89
C -4.74 6.09 -3.72
C -4.81 5.31 -2.59
C -4.30 4.00 -2.59
S -4.39 2.99 -1.18
H -3.19 3.90 -5.79
H -4.12 6.23 -5.78
H -5.14 7.10 -3.70
H -5.25 5.70 -1.68
C -2.71 1.48 2.70
C -3.61 0.43 2.13
N -3.56 -0.01 0.91
C -4.53 -0.95 0.66
C -5.31 -1.26 1.73
S -4.86 -0.31 3.07
C -4.66 -1.53 -0.69
C -5.77 -2.20 -1.12
S -5.55 -2.69 -2.74
C -3.97 -1.98 -2.73
N -3.65 -1.42 -1.61
C -3.13 -1.99 -3.96
H -2.80 2.40 2.13
H -1.67 1.15 2.64
H -2.94 1.69 3.74
H -6.11 -1.98 1.78
H -6.68 -2.38 -0.58
H -3.56 -2.64 -4.72
H -2.12 -2.34 -3.74
H -3.06 -0.97 -4.36
N 2.19 -1.54 3.04
C 2.48 -0.13 3.16
C 1.37 0.45 2.27
N 0.27 -0.51 2.37
C 0.82 -1.58 2.77
H 2.52 -2.16 3.76
H 2.43 0.19 4.21
H 1.76 0.37 1.25
H 0.30 -2.53 2.86
C 1.70 1.77 7.22
C 1.69 2.33 5.81
C 0.52 1.76 5.00
N 0.32 2.24 3.64
C 1.18 1.95 2.52
S 0.55 2.89 1.11
N 2.65 2.35 2.76
C 3.69 1.60 2.28
O 3.73 0.27 2.65
C 4.79 2.08 1.57
C 4.78 3.37 0.96
C 5.89 3.83 0.28
C 7.04 3.05 0.16
C 7.07 1.79 0.74
C 5.97 1.30 1.43
H 2.51 2.19 7.82
H 1.82 0.68 7.21
H 0.76 1.98 7.74
H 2.64 2.12 5.31
H 1.60 3.42 5.83
H -0.40 1.99 5.55
H 0.58 0.67 4.98
H -0.04 3.18 3.57
H 2.75 3.33 2.53
H 3.88 3.96 0.98
H 5.84 4.81 -0.19
H 7.90 3.42 -0.39
H 7.95 1.17 0.65
H 6.01 0.32 1.89

Values from the calculation:
* energy above the lowest of the compared OMol25 structures with the same formula, charge and spin: 64.2 kcal/mol
* highest occupied orbital energy (spin up / spin down): -3.1 / -4.6 eV
* total charge: -1
* HOMO-LUMO gap (spin up / spin down): 4.94 / 6.42 eV
* 2S+1: 1
* E: -4385.94376 a.u.
* lowest unoccupied orbital energy (spin up / spin down): 1.9 / 1.9 eV

These are the Mulliken partial charges, in e, on atoms 1 to 8: Rb 0.95; N 0.38; C -0.45; C -0.87; C -0.60; C -0.83; C -0.14; C 0.60



- The highest energy above the lowest of the compared OMol25 structures with the same formula, charge and spin belongs to which entry?
  C47H45N4OP2Pd